(1)
8
Properties=species:S:1:pos:R:3:forces:R:3 method="wB97M-V/def2-TZVPD" total_energy_ha=-1886.0747 spin_multiplicity=1 homo_lumo_gap_ev="7.6 / 6.0"
O 0.66199 -0.30229 -0.64283 -2.388 -0.853 2.564
O -0.21214 1.42745 -2.28062 -0.890 0.570 -0.366
O -0.67666 1.82602 1.30467 0.763 0.112 -1.275
P 0.87577 1.14606 -1.13254 0.018 -0.107 0.077
S 2.61863 1.60401 -1.76718 -0.651 0.209 0.505
Cl -1.90569 1.16230 -2.16537 1.049 -0.029 0.357
Cl -0.88517 0.31618 1.81483 -0.094 -0.460 -0.010
H -0.12377 -0.42011 0.15269 2.195 0.559 -1.852

=====

(2)
9
Properties=species:S:1:pos:R:3:forces:R:3 method="wB97M-V/def2-TZVPD" total_energy_ha=-266.7866 spin_multiplicity=3 homo_lumo_gap_ev="7.4 / 7.5"
C 1.61428 -0.57188 -0.87883 1.803 -2.074 -1.446
C 0.64989 0.25767 -0.80339 -4.741 1.654 3.946
C -0.92342 -0.05900 0.77479 6.653 -3.839 -3.092
O -2.79007 0.83129 1.63411 0.199 -0.158 1.281
O -1.92560 0.66249 0.63140 -5.367 4.641 -3.385
H 2.32905 -0.40450 -1.77556 -0.844 -0.612 1.753
H 1.60654 -1.53268 -0.25570 0.388 1.597 -1.030
H 0.14907 1.19073 -1.04424 0.947 -0.343 -0.792
H -0.70972 -0.37410 1.71743 0.963 -0.865 2.763

=====

(3)
19
Properties=species:S:1:pos:R:3:forces:R:3 method="wB97M-V/def2-TZVPD" total_charge=+1 total_energy_ha=-198.4128 spin_multiplicity=2 homo_lumo_gap_ev="10.9 / 2.8"
C -1.45195 1.07610 0.76110 4.619 1.802 -0.258
C -1.34899 1.91639 -0.46771 -2.455 -0.062 -2.193
C -0.57919 1.36744 2.05629 -1.068 1.812 0.960
H -1.31203 0.07134 0.63635 0.675 -2.640 -0.824
H -2.37125 1.31573 1.16917 -2.672 1.454 1.764
H -1.62601 1.34207 -1.37452 1.132 -0.276 0.418
H -2.26158 2.55281 -0.56092 0.957 0.758 0.520
H 0.35839 0.81592 2.09160 -0.387 -0.743 -0.086
H -1.18668 1.28074 2.97879 0.589 -0.667 0.312
H -0.41097 2.53304 -0.62891 -0.739 -0.527 0.631
H -0.41723 2.50002 2.27095 -0.624 -0.940 -1.271
C 1.35906 -2.56976 -0.46417 1.820 -2.767 -5.973
C 1.74383 -1.62338 -1.63341 -0.474 2.023 -0.303
H 0.60817 -3.32633 -0.79816 0.285 0.781 0.289
H 2.28465 -3.14131 -0.47671 -0.007 -0.279 1.610
H 1.05931 -2.08409 0.34419 -0.883 1.846 3.774
H 0.82547 -1.29874 -2.18279 0.631 0.290 0.460
H 2.37073 -2.02533 -2.44248 -0.165 -0.495 0.578
H 2.35625 -0.70269 -1.27866 -1.234 -1.372 -0.409

=====

(4)
6
Properties=species:S:1:pos:R:3:forces:R:3 method="wB97M-V/def2-TZVPD" total_charge=-1 total_energy_ha=-1196.3854 spin_multiplicity=1 homo_lumo_gap_ev=6.6
S 1.67190 -0.88157 1.24127 0.007 -0.076 -0.097
H 1.18340 0.26553 1.72223 0.044 0.058 0.150
S -1.80722 0.67501 -0.39605 -0.361 0.739 0.535
S 1.28172 -0.42892 -0.76711 0.221 0.483 0.318
H -2.41508 -0.03783 -1.35052 0.285 -0.181 -0.153
H 0.08527 0.40779 -0.44982 -0.197 -1.023 -0.754

=====

(5)
15
Properties=species:S:1:pos:R:3:forces:R:3 method="wB97M-V/def2-TZVPD" total_energy_ha=-1575.2657 spin_multiplicity=1 homo_lumo_gap_ev=10.1
C -1.52912 1.82732 0.86817 -1.513 0.340 -1.379
C -1.05288 0.49326 0.39121 0.305 -1.032 -1.288
C -0.05747 0.34045 -0.51916 -1.217 -0.515 1.205
Cl 0.75662 1.72921 -1.20830 -0.057 -0.627 0.239
C 0.49800 -1.06390 -0.86963 0.260 0.418 1.846
C 1.72677 -1.39017 0.04690 0.358 -0.590 -1.803
Cl -0.69838 -2.38126 -0.32792 0.411 0.490 -0.954
Cl 0.87050 -1.15949 -2.58899 -0.054 -0.368 0.150
H -0.71922 2.49826 0.95750 1.027 0.729 0.245
H -2.10158 1.85732 1.77468 -0.077 -0.527 0.630
H -2.22218 2.34789 0.13157 0.763 -0.848 0.450
H -1.55637 -0.49077 0.63511 0.520 1.708 0.148
H 2.06812 -2.39513 -0.22810 0.019 0.164 -0.154
H 2.57766 -0.71744 -0.13993 -0.508 0.060 0.263
H 1.43954 -1.49556 1.07689 -0.239 0.599 0.402

=====

(6)
15
Properties=species:S:1:pos:R:3:forces:R:3 method="wB97M-V/def2-TZVPD" total_energy_ha=-399.5783 spin_multiplicity=1 homo_lumo_gap_ev=10.1
C -2.15163 -0.89831 0.15611 -2.007 -0.788 -0.907
C -1.13730 0.31099 -0.06161 -1.677 -6.046 1.371
C 0.99743 0.87983 0.32654 1.217 3.433 2.178
C 2.20266 0.01604 0.00354 2.815 0.359 -3.859
C 0.26990 -0.10055 -0.21662 -1.938 -3.517 -5.609
H -1.97729 -1.15292 1.40299 -1.355 0.772 -3.734
H -1.94076 -2.11917 -0.46593 -0.116 4.426 1.817
H -3.46062 -0.50618 -0.45597 3.953 -1.313 2.682
H 0.92645 0.73721 1.34250 -0.042 0.214 3.123
H 2.51249 0.03440 -1.06935 -0.757 0.595 0.063
H 3.25687 0.04383 0.35209 -1.191 -0.339 1.654
H 0.20373 0.34543 -1.38042 1.273 -2.303 1.361
N -1.18960 1.56114 -0.01959 -0.310 0.286 0.427
O 0.15163 1.98873 0.01679 1.859 3.187 -0.746
O 1.33604 -1.14046 0.06894 -1.723 1.034 0.179

=====

(7)
25
Properties=species:S:1:pos:R:3:forces:R:3 method="wB97M-V/def2-TZVPD" total_energy_ha=-460.7829 smiles="CC1(C)/C=N/CCC=C=NC1" spin_multiplicity=1 homo_lumo_gap_ev=9.2
C -2.39548 0.04735 0.87674 0.206 0.050 -0.091
C -1.20823 -0.19012 -0.05738 -0.235 -0.129 -0.266
C -1.55266 0.28187 -1.47075 0.080 -0.149 0.150
C 0.02441 0.51239 0.42366 -0.022 0.088 0.318
N 0.85669 0.98266 -0.39553 -0.333 0.071 -0.378
C 2.16113 1.33890 0.04135 0.485 0.121 0.283
C 3.10055 0.14082 -0.27879 -0.300 0.166 -0.016
C 2.59854 -1.12702 0.35847 0.623 0.246 0.138
C 1.44829 -1.62704 0.00352 -0.570 -0.425 -0.250
N 0.42454 -2.10096 -0.45079 0.660 -0.260 -0.313
C -0.90477 -1.73091 -0.05288 -0.459 0.206 0.354
H -3.24552 -0.55223 0.55494 -0.093 -0.035 0.025
H -2.68754 1.09687 0.85392 -0.062 0.031 0.024
H -2.14829 -0.22313 1.90298 -0.017 -0.008 0.089
H -0.72244 0.09285 -2.14303 0.026 -0.012 -0.125
H -1.74140 1.35332 -1.46176 -0.014 0.077 -0.065
H -2.44201 -0.22884 -1.83459 -0.091 -0.068 -0.023
H 0.20537 0.50207 1.51215 0.062 0.029 -0.083
H 2.50052 2.20816 -0.52918 0.028 -0.026 0.174
H 2.20889 1.55553 1.12111 0.013 0.025 -0.097
H 4.10342 0.36961 0.08175 -0.004 -0.015 -0.089
H 3.12556 0.02685 -1.36328 0.136 0.068 -0.004
H 3.15706 -1.57342 1.16236 -0.004 -0.171 0.166
H -1.08583 -2.12053 0.95621 -0.027 -0.001 -0.106
H -1.59458 -2.22909 -0.73958 -0.086 0.121 0.184

=====

(8)
54
Properties=species:S:1:pos:R:3:forces:R:3 method="wB97M-V/def2-TZVPD" total_charge=+1 total_energy_ha=-1796.6617 spin_multiplicity=1 homo_lumo_gap_ev=4.3
C 8.06963 0.58615 0.74971 -0.848 0.595 -0.397
C 6.52571 1.17894 0.57045 0.343 0.428 -0.900
C 6.62863 2.27977 -0.68265 -0.230 0.282 0.874
C 5.41619 -0.02380 0.25614 1.167 -0.150 0.647
C 4.04196 0.52055 -0.45823 -0.016 0.827 0.171
C 4.12038 0.46390 -2.10967 -0.317 0.642 0.614
C 2.65533 -0.18704 0.14544 2.836 -2.079 -0.256
O 1.96043 0.79450 0.99278 -5.328 -0.331 -1.746
C 0.52904 0.90180 0.67135 -2.068 1.362 -0.595
C -0.58452 -0.29966 0.73811 0.322 2.351 -0.404
N -2.08586 -0.11822 0.43044 1.997 3.839 -0.925
C -3.08300 -1.28367 0.55786 -1.489 -0.661 1.141
C -4.27405 -1.25755 -0.56894 -0.702 1.458 -7.720
O -4.09284 -1.05350 -1.89651 -1.302 -1.562 10.402
F -5.68867 -1.42501 -0.07300 4.973 0.534 -1.144
C -2.64983 1.24159 0.03447 3.823 1.264 0.430
C -1.65183 2.57838 -0.08296 1.272 -3.844 0.852
O -2.26776 3.89467 -0.44249 2.666 -4.414 -0.291
N -2.80623 4.31063 0.74773 0.383 6.666 2.011
O -2.62121 5.53210 0.84736 -1.310 -5.412 -0.388
C -0.02487 2.41066 0.23729 -3.205 -1.325 0.366
C 0.92351 3.75274 0.13076 6.432 1.085 -2.318
O 2.19888 3.62627 -0.25058 -8.496 0.197 2.467
O 0.43529 5.13211 0.40510 0.036 -3.455 -1.832
H 8.23737 -0.21698 -0.10116 -0.198 1.489 1.954
H 8.80085 1.49499 0.52912 -1.431 -2.084 0.715
H 8.22783 0.16556 1.83670 -0.154 0.676 -2.348
H 6.20075 1.76126 1.54302 0.645 -1.141 -1.954
H 5.65420 2.92258 -0.76512 1.727 -1.216 0.147
H 7.49867 3.04336 -0.39414 -1.841 -1.770 -0.927
H 6.79531 1.76392 -1.72406 -0.041 0.974 2.125
H 6.00831 -0.83023 -0.38767 -1.566 1.659 1.072
H 5.22237 -0.55024 1.30233 0.113 1.077 -2.162
H 3.94527 1.66977 -0.16117 0.066 -2.527 -0.566
H 4.95708 -0.27374 -2.50274 -1.934 1.525 0.837
H 4.34037 1.56554 -2.47114 -0.314 -2.407 0.539
H 3.04888 0.18419 -2.48824 2.167 0.361 0.375
H 1.99489 -0.68582 -0.68177 1.019 1.313 1.551
H 3.04979 -1.04859 0.86990 -1.154 1.781 -1.468
H -0.19973 -1.37396 1.07904 -1.248 2.544 -0.917
H -2.55995 -2.34024 0.47685 -0.911 2.387 0.117
H -3.61681 -1.16474 1.61870 1.248 -0.421 -2.359
H -3.79121 1.46230 -0.18232 2.549 -1.074 0.547
H 0.39807 5.67027 -0.45945 0.409 -1.364 1.618
C -9.68213 -5.37252 -0.20497 -0.068 -0.050 0.072
S -7.94279 -5.01247 -0.54766 0.176 -0.489 0.216
O -7.13399 -6.16950 -0.03937 -0.415 0.697 -0.135
C -7.78825 -3.67058 0.65598 0.024 -0.014 0.184
H -9.99076 -6.21675 -0.82620 0.170 0.131 0.041
H -9.81019 -5.63274 0.84846 0.114 0.017 -0.080
H -10.29155 -4.50033 -0.45304 0.098 -0.042 -0.024
H -8.03183 -4.03558 1.65650 -0.008 -0.064 -0.108
H -8.45870 -2.85376 0.38003 0.044 -0.066 -0.039
H -6.75646 -3.31132 0.64362 -0.223 -0.198 -0.081

=====

(9)
9
Properties=species:S:1:pos:R:3:forces:R:3 method="wB97M-V/def2-TZVPD" total_energy_ha=-250.2401 spin_multiplicity=1 homo_lumo_gap_ev=9.6
C 0.63705 0.82544 0.05999 -2.180 -3.418 3.348
N -0.48760 0.05083 -0.47501 -4.978 3.992 1.028
N -0.68084 -1.18526 -0.36258 0.658 -0.886 0.385
F -0.31744 -1.66282 1.12568 -0.120 0.038 -0.248
H 0.35988 1.78468 -0.15381 0.057 2.637 0.051
H 0.86467 0.44883 1.12271 -0.642 1.355 -1.269
H 1.37156 0.43852 -0.49670 3.565 -0.677 -2.286
H -1.90301 0.90702 -0.05554 3.600 -2.311 -0.997
H 0.15573 -1.60724 -0.76473 0.040 -0.731 -0.010

=====

(10)
14
Properties=species:S:1:pos:R:3:forces:R:3 method="wB97M-V/def2-TZVPD" total_energy_ha=-361.8164 smiles="CC(=O)CN=C=O.[H][H]" spin_multiplicity=1 homo_lumo_gap_ev=11.0
C 0.89444 1.17457 -1.36358 0.024 0.066 -0.047
C 0.09922 0.59805 -0.22622 -0.195 0.208 0.113
O -0.93249 1.11040 0.14556 0.403 -0.183 -0.141
C 0.64411 -0.62328 0.51718 0.071 0.123 -0.067
N -0.20842 -0.99553 1.60448 -0.350 0.299 0.318
C -1.12852 -0.34021 2.07441 -0.220 0.017 0.306
O -2.01455 0.13111 2.67489 0.594 -0.436 -0.350
H 1.88430 1.46657 -0.99811 -0.060 -0.054 -0.096
H 0.36522 2.05583 -1.73001 0.135 -0.128 -0.013
H 1.03186 0.45758 -2.17969 -0.013 0.021 0.170
H 1.65080 -0.39293 0.88858 -0.089 0.035 -0.060
H 0.76091 -1.46773 -0.17599 -0.051 0.216 0.079
H -1.49843 -1.48930 -0.97316 -0.135 -0.111 -0.048
H -1.54848 -1.68511 -0.25834 -0.114 -0.073 -0.164